Molecular formula: C32H50IN16OS
Method: DFT, ωB97M-V/def2-TZVPD

Last column: Mulliken charge in e.
Atoms and positions in Å:
I -0.636 -0.334 0.211  0.047
S -1.314 -1.927 -1.481  0.187
O -3.016 -1.870 -1.592  -0.426
N -10.062 -1.331 5.911  -0.409
N 1.489 3.704 -10.899  -0.473
N -1.636 -2.576 -3.120  -0.459
N -2.856 -2.521 -5.560  -0.390
N -4.094 3.796 1.175  -0.448
N 8.651 1.661 2.751  -0.409
N 1.293 4.747 -5.992  -0.446
N -2.320 0.180 5.182  -0.461
N 6.499 1.407 6.484  -0.418
N 1.850 -3.004 2.354  -0.401
N -5.964 -1.002 1.756  -0.489
N 3.035 1.912 4.496  -0.485
N 5.848 0.257 12.060  -0.357
N 0.152 0.376 -2.775  -0.617
N -5.318 -6.644 2.597  -0.362
N 3.689 1.594 -8.526  -0.545
C 1.172 -4.532 0.317  -0.691
C 8.992 -0.650 3.972  -0.750
C 6.554 2.302 5.743  0.398
C 8.802 0.641 3.290  0.369
C -5.191 -4.616 0.917  -0.309
C -0.401 1.296 -3.225  0.566
C -1.372 0.847 5.079  0.407
C 2.308 0.511 -10.493  -0.724
C 6.625 3.435 4.805  -0.886
C -3.975 -0.250 -6.294  -1.067
C 3.375 -0.399 5.717  -0.810
C 5.749 0.864 11.072  0.267
C -9.485 -2.340 5.972  0.382
C -3.944 2.775 1.714  0.292
C -1.101 2.460 -3.794  -0.630
C 3.636 5.215 -11.131  -0.786
C 5.623 1.633 9.822  -0.580
C 3.080 1.116 -9.394  0.413
C -6.544 -0.458 2.605  0.434
C -2.314 -4.104 -5.158  -1.089
C -3.754 1.484 2.396  -0.006
C -0.172 1.691 4.950  -0.749
C 3.185 0.892 5.034  0.455
C 1.551 -3.678 1.455  0.433
C -8.755 -3.616 6.048  -0.811
C -1.935 -3.250 -4.020  0.852
C 2.601 2.463 -5.854  -0.141
C -7.277 0.231 3.680  -0.541
C 2.437 4.371 -11.001  0.429
C -3.350 -1.519 -5.884  0.688
C 1.870 3.739 -5.931  0.371
C -5.262 -5.749 1.855  0.249
H 8.387 -1.441 3.516  0.258
H 4.757 2.302 9.844  0.277
H -9.328 -4.379 6.586  0.323
H -5.843 -4.767 0.050  0.272
H -7.958 0.992 3.282  0.302
H -4.175 -4.469 0.537  0.106
H 5.504 0.976 8.954  0.134
H 10.036 -0.978 3.932  0.291
H 6.318 4.373 5.280  0.325
H -1.278 3.234 -3.039  0.298
H -6.598 0.736 4.374  0.275
H 0.134 -4.361 0.010  0.109
H -3.233 0.545 -6.419  0.274
H 1.871 1.273 -11.147  0.269
H 0.409 1.714 5.878  0.326
H 2.820 2.061 -6.850  -0.054
H -0.525 2.923 -4.602  0.168
H -0.814 -1.452 -2.741  0.390
H -3.294 -1.914 -2.572  0.318
H 1.266 -5.596 0.560  0.319
H -4.702 0.101 -5.554  0.316
H -7.882 -0.467 4.269  0.034
H 6.507 2.254 9.639  0.251
H 4.303 4.853 -11.921  0.268
H 1.803 -4.344 -0.558  0.255
H 1.485 -0.105 -10.118  0.237
H 3.557 2.575 -5.333  0.273
H -2.076 2.183 -4.209  0.180
H 0.494 1.328 4.160  0.158
H -2.710 1.156 2.357  -0.067
H -4.359 0.693 1.941  -0.092
H -8.536 -4.017 5.053  0.258
H -0.430 2.727 4.705  0.320
H -4.036 1.540 3.453  0.245
H -7.798 -3.504 6.570  0.270
H 2.027 1.700 -5.317  0.079
H 4.420 -0.727 5.677  0.291
H -5.498 -3.678 1.392  0.050
H 2.934 -0.133 -11.120  0.286
H 8.710 -0.594 5.028  0.243
H 2.770 -1.190 5.261  0.312
H -4.506 -0.350 -7.246  0.328
H 4.217 5.238 -10.203  0.268
H 7.641 3.582 4.424  0.321
H 5.973 3.283 3.938  0.281
H -3.351 -3.933 -5.464  0.266
H 3.378 6.251 -11.376  0.297
H 3.093 -0.344 6.773  0.263
H -1.683 -3.915 -6.033  0.292
H -2.220 -5.168 -4.915  0.466

- Lowest unoccupied orbital energy: -4.138 eV
- Charge: +1
- HOMO-LUMO gap: 8.190 eV
- Highest occupied orbital energy: -12.33 eV